The following is a DFT calculation (the ωB97M-V functional and the def2-TZVPD basis) of a 2-piece molecular cluster, C35H48F7I2N5O7 overall in a non-equilibrium geometry.

The geometry in XYZ format:
```
104
Properties=species:S:1:pos:R:3:forces:R:3
H -1.65529 -2.78291 1.75730 1.7 0.7 0.9
C -3.22570 0.19592 -1.90257 -0.6 -0.4 0.9
H -3.80399 -0.60129 -1.33412 0.9 0.8 -0.6
O 3.20158 -5.55673 0.10368 -5.1 4.3 -4.6
F 3.19428 1.15409 -0.58492 -1.9 -2.6 2.5
C -0.27101 -6.39582 0.53649 -0.6 -0.8 -2.1
H 0.20839 -6.53011 -0.50251 -0.6 0.4 1.5
C 0.07321 -4.80969 -3.08669 1.2 -0.4 -0.8
H -1.35885 -0.31299 -2.85099 0.3 0.1 2.5
H 1.03151 -5.36709 -2.73481 -1.9 1.0 -0.4
H -1.06029 -6.56431 3.14989 1.5 0.2 0.6
H -3.59341 1.20469 -1.45129 0.6 -1.8 -1.0
H 0.35065 4.36138 0.79324 -0.1 0.2 0.0
C 3.96190 -1.85511 -2.39849 -6.8 3.1 -0.1
C 3.85317 0.27070 1.60149 4.6 2.0 1.9
C -0.94403 -3.67054 -0.68279 -4.3 -0.8 0.1
C -0.85757 5.61561 2.11625 0.4 0.0 -0.5
F 4.84925 1.31451 1.29603 -2.2 -2.4 0.4
C -1.44075 8.52311 3.05689 0.3 0.2 0.3
H -0.95940 -2.20798 -2.24956 -1.2 0.2 1.5
I -0.80139 -6.30396 -4.50505 1.5 -0.7 0.2
C 1.15470 0.19749 0.72182 -3.4 4.2 0.4
I -2.85930 -4.27041 -3.22148 -0.6 1.2 1.5
C 0.54129 -3.61217 -4.02091 0.7 -0.5 -0.4
H -1.34759 3.89905 0.92992 0.2 0.3 0.0
H 0.69340 8.39097 3.20459 -0.1 0.0 0.1
H -0.30785 -5.54857 4.49132 0.4 -0.8 -1.5
N 1.27130 -4.13514 -0.50143 5.2 -1.5 -2.7
H 0.15711 7.16744 1.27803 0.0 -0.1 0.1
H -0.75243 4.98427 3.00436 0.0 0.0 0.0
C 2.63034 0.70000 0.68176 2.6 5.2 0.4
O 2.80929 -3.06296 1.88413 -3.0 0.3 -4.1
H -2.34453 7.90455 3.06768 0.0 -0.1 -0.2
O -2.08193 -0.52071 0.47595 0.8 2.3 1.6
H 0.87214 -4.07366 -5.03621 -0.5 0.9 1.8
N 1.10571 -0.54165 -2.42175 1.9 -1.3 0.3
H -1.84171 -4.09289 -0.05291 1.8 0.9 -1.0
C 1.52088 -1.20242 -1.25484 2.3 -0.2 -3.1
C 1.89889 -0.48527 -3.54794 2.2 -1.7 1.7
C -1.85402 8.80798 0.71674 0.2 0.3 0.0
C -0.06969 -4.92791 1.21331 -1.7 -4.7 3.9
C 0.44259 -1.07702 -0.01399 1.8 0.3 -0.1
N 0.25487 -3.77503 0.29897 -2.0 -0.2 -0.2
C -1.05985 -0.79050 -0.56178 -0.6 -1.7 -1.7
C 2.28952 -4.82687 -0.38385 2.4 -2.7 6.3
O -1.05173 5.48558 -0.30895 0.5 0.0 -0.2
C -0.15311 7.69564 3.20701 0.1 0.1 -0.4
H 4.99463 -2.33047 -2.36555 -1.7 0.8 0.0
H -3.56761 0.06709 -3.00411 0.8 0.5 1.9
C 2.92573 -1.81504 -1.21796 0.8 -0.1 -0.9
F 0.66728 0.58754 2.00225 1.0 -2.0 -2.3
C -1.19427 1.63660 -2.04789 1.1 1.1 -1.0
C -1.57398 0.09581 -1.77298 -1.4 2.3 -3.6
H -0.27330 -2.84700 -4.26463 1.2 -1.0 0.6
N -1.99552 1.93174 1.33522 -1.5 -7.0 -1.9
C -0.67167 4.75643 0.86384 -0.5 -0.1 0.4
H 1.49429 -3.17001 -3.56120 -1.6 -0.2 -0.6
C -0.63942 -2.38560 2.17767 -2.5 -1.2 0.9
H -2.55943 -2.26362 -1.15342 1.7 -0.3 -0.6
C 1.76557 -2.31721 1.90235 4.8 -0.7 8.1
H 3.30745 -2.31596 -0.26835 -0.9 0.8 -1.1
H 0.15863 -7.27844 1.12502 -0.5 1.8 -0.4
H 1.67727 -6.10532 2.17816 -1.1 1.5 0.0
C -1.12309 -1.26039 3.16042 -3.6 2.8 2.0
C -2.14985 0.77840 0.96107 1.9 3.3 0.6
H -1.40678 2.35853 -1.18008 0.3 -1.3 -1.2
H -2.59990 8.02290 0.86742 0.1 -0.1 0.0
F 3.67968 0.52684 3.01415 -0.1 -1.8 -4.3
F 2.50271 2.06263 1.28538 -0.3 -3.1 -0.9
H 1.50214 0.03976 -4.49802 0.7 -0.9 1.9
H -1.30666 3.12601 -3.76607 -1.1 -1.6 0.6
H 0.67821 6.57382 -0.67865 0.2 -0.1 -0.1
H -1.39278 -6.66966 0.37217 1.9 0.7 0.3
N 0.12966 6.69514 2.17386 -0.3 0.0 0.2
H 3.86791 -1.08266 -4.56610 -1.2 0.1 1.6
C 0.84553 -5.37520 2.46260 0.3 -0.1 2.0
H -0.15325 7.20494 4.18653 -0.1 0.0 -0.1
H -2.99193 2.67835 -3.09925 1.7 -0.9 -0.7
H -0.99008 8.41417 0.17673 -0.1 -0.2 -0.1
H -0.07966 1.76600 -2.36337 -1.8 -0.6 1.1
H -2.29609 9.58720 0.09217 0.0 0.0 0.1
F 0.61814 1.35998 -0.02840 0.6 -2.7 0.4
H 0.60816 -7.06236 3.97137 -1.5 1.3 -0.8
C -1.95239 2.24057 -3.37616 0.0 0.1 0.6
C 3.27182 -1.12641 -3.58136 0.8 -0.7 1.0
H -1.87841 6.01225 2.09501 -0.2 -0.2 0.0
O 1.82227 -1.66265 3.17876 -3.1 -0.8 -6.1
O -2.36638 -1.04773 3.42007 5.1 -1.7 -1.8
H -0.27436 -3.08062 3.04779 -0.4 0.8 -2.0
C 0.04799 5.81120 -1.14441 -0.4 0.1 0.0
C -1.01401 -4.63899 -1.97387 -0.6 -2.1 -0.5
C -0.06429 -6.19915 3.57647 0.4 0.1 -0.1
H -0.41693 -0.63124 3.83751 -0.5 -1.5 -1.6
H -2.06521 1.42539 -4.19922 0.2 1.5 1.3
C -1.42028 -2.27751 -1.20305 0.5 1.7 0.2
H -1.10500 -4.88036 1.75191 1.9 1.2 -1.5
O -1.43687 9.40273 1.93623 -0.2 -0.4 0.1
H -1.37238 -5.72249 -1.73018 1.1 2.2 0.1
H -0.34673 6.22030 -2.07738 0.0 0.0 0.1
H -1.51070 9.16929 3.93844 0.0 0.0 -0.1
C 0.41895 -2.39459 0.99955 1.7 2.6 2.6
H 1.27185 -4.57596 3.14228 -0.2 -0.5 -1.5
F 4.59079 -0.88561 1.30257 -2.7 2.3 1.1
H 0.64292 4.92401 -1.37698 0.1 0.0 0.0
```
Positions in Å, forces in eV/Å.

Lowest unoccupied orbital energy in eV: -1.94
Kohn-Sham gap in Ha: 0.2271
Total charge: 0
2S+1: 1
HOMO energy in eV: -8.1